Entry 1:
CH2Br2S as an isolated structure. Source: OMol25; level of theory: ωB97M-V/def2-TZVPD.

The geometry in ORCA input format:
```
! RIJCOSX wB97M-V def2-TZVPD def2/J DEFGRID3
* xyz 0 1
C -0.3250 0.0107 0.0815
S 0.7098 0.7614 -1.1040
Br -0.4588 -1.8635 0.2118
Br -1.8996 0.8492 0.5407
H 0.5828 0.7137 1.7383
H 1.3908 -0.4714 -1.4684
*
```

Calculated values
LUMO energy (alpha / beta) = -0.018 / -0.025 Eh
Calculated total energy = -5585.355853 Ha
Energy above the lowest of the compared OMol25 structures with the same formula, charge and spin = 85.8 kcal/mol

natural (NBO) population analysis, charges in e, atoms 1 to 4: -0.62 0.10 0.14 0.16


Entry 2:
C48H59F4MnN6 as an isolated structure. Source: OMol25; level of theory: ωB97M-V/def2-TZVPD.

The geometry in ORCA input format:
```
! RIJCOSX wB97M-V def2-TZVPD def2/J DEFGRID3
* xyz -1 6
Mn 0.1851 0.2473 -0.2765
C 5.9182 -2.4738 -0.6032
C 5.1476 -1.6117 -1.6216
C 4.2434 -0.6768 -0.9155
C 4.4352 0.5790 -0.3529
C 5.6227 1.5271 -0.1805
C 5.9698 1.7341 1.3042
C 3.1111 0.9729 0.1108
C 2.9424 2.2318 0.7610
C 1.6367 2.7259 1.0159
C 1.3301 3.9977 1.6718
C 2.3138 4.8660 2.3485
C 2.7457 4.3535 3.7796
C -0.0449 4.0765 1.7039
C -0.6243 2.8757 1.1478
C -1.9574 2.7329 0.9661
C -2.5884 1.6335 0.3344
N -1.8695 0.5557 -0.2135
C -2.8452 -0.2335 -0.8675
C -2.4512 -1.4399 -1.6226
C -1.2529 -2.6062 0.3102
N 0.0132 -1.7781 -0.0682
C 1.0620 -2.6165 -0.2451
C 2.2974 -2.3284 -0.7667
C 2.8916 -1.0846 -0.5924
N 2.1525 0.0162 -0.0599
C 0.6605 -4.0028 0.1396
C -0.6278 -4.0101 0.6211
C -1.2933 -5.1140 1.3891
C -0.9588 -6.5181 0.9275
C 1.7202 -5.0718 0.1879
C 2.6537 -5.0634 1.3987
C -4.0782 0.4003 -0.7923
C -3.9592 1.5460 0.0439
C -5.0995 2.4019 0.4426
C -4.9183 3.6142 1.3442
C -5.3515 -0.1024 -1.4194
C -6.3285 -0.9745 -0.6402
N 0.4716 2.0113 0.7674
C -0.8580 5.2661 1.9757
C -1.9518 5.0792 3.0946
H 6.8138 -2.9231 -1.1269
H 5.3276 -3.3090 -0.1702
H 6.3168 -1.8372 0.2432
H 4.6933 -2.2588 -2.4147
H 5.8993 -0.9612 -2.1258
H 6.4776 1.2339 -0.7248
H 5.3645 2.5500 -0.6836
H 6.8674 2.3598 1.4203
H 6.2220 0.7906 1.8297
H 5.1593 2.1718 1.9103
H 3.7888 2.8692 0.9783
H 1.8960 5.8787 2.4552
H 3.1863 4.8784 1.6814
H 1.8163 4.2170 4.4064
H 3.4391 5.0114 4.2912
H 3.2164 3.3814 3.5648
H -2.5856 3.5229 1.3269
H -3.3685 -1.5475 -2.2022
H 3.0647 -3.0541 -1.1020
H -2.3949 -4.9905 1.3911
H -0.9710 -4.9776 2.4492
H -0.9609 -6.6704 -0.1460
H -1.7286 -7.2009 1.3849
H -0.0444 -6.9365 1.2998
H 2.2984 -4.8333 -0.7804
H 1.3062 -6.0760 0.1524
H 3.3849 -5.8595 1.4576
H 2.1667 -5.2561 2.3513
H 3.1149 -4.0627 1.3875
H -5.8543 1.7291 0.8943
H -5.6839 2.7221 -0.4866
H -4.6435 3.4200 2.4018
H -5.8436 4.2447 1.3323
H -4.1397 4.3607 0.9264
H -5.2339 -0.5663 -2.3987
H -5.8241 0.8469 -1.6083
H -6.0639 -1.0526 0.4354
H -6.3090 -2.0454 -1.0167
H -7.3209 -0.5325 -0.6774
H -1.4601 5.5371 1.0804
H -0.1668 6.0960 2.2219
H -2.2380 4.0028 3.1399
H -2.9192 5.6101 2.9698
H -1.4923 5.3129 4.0601
C -3.8856 -3.9823 -2.2483
C -2.6817 -3.9118 -1.3195
N -2.3950 -2.6016 -0.6946
C -1.8199 -2.0000 1.6045
C -0.8860 -1.5511 2.7072
C -1.3683 -1.4048 -2.7018
C -0.8638 -0.0058 -3.1470
N 0.2217 0.5262 -2.3628
C 0.7579 1.6189 -2.8196
C 0.0658 2.9009 -3.0017
F -1.2163 2.8244 -2.7031
C 0.6978 4.0648 -3.3952
F -0.0887 5.1663 -3.6803
C 2.1114 4.1005 -3.3591
C 2.8105 2.9201 -3.0316
F 4.1480 2.8697 -2.9993
C 2.2029 1.6976 -3.1282
F 2.9253 0.5889 -3.4129
H -4.2533 -5.0089 -2.3179
H -3.6735 -3.5920 -3.2805
H -4.7567 -3.4187 -1.8078
H -1.7960 -4.3645 -1.8042
H -2.7582 -4.7133 -0.5642
H -2.5330 -2.7236 1.9839
H -2.4088 -1.1332 1.3740
H -1.4055 -0.7316 3.2128
H 0.1427 -1.1623 2.3542
H -0.5787 -2.4030 3.3437
H -1.7644 -1.8081 -3.6682
H -0.4932 -1.9835 -2.4810
H -1.6626 0.7098 -3.1237
H -0.4950 -0.0257 -4.1667
H 2.6611 5.0037 -3.6894
*
```

Calculated values
LUMO energy (alpha / beta) = 0.088 / 0.067 Eh
Calculated total energy = -3743.394918 Ha
⟨S²⟩ = 8.91

Mulliken population analysis, charges in e, atoms 1 to 4: -1.25 -0.89 -1.39 0.42


Entry 3:
A 13-piece molecular cluster, C60H156Cl4N7O7P2 overall. Source: OMol25; level of theory: ωB97M-V/def2-TZVPD.

The geometry in ORCA input format:
```
! RIJCOSX wB97M-V def2-TZVPD def2/J DEFGRID3
* xyz 5 1
C -27.8368 -11.0214 -24.2649
C -28.5392 -11.0318 -22.9322
C -28.0210 -12.2131 -22.0670
C -28.8032 -13.4899 -22.5402
P -28.7340 -14.8385 -21.3463
C -27.0460 -15.1368 -20.8808
C -26.2977 -15.9293 -21.9207
C -24.8292 -16.1032 -21.5427
C -24.0111 -16.6206 -22.7316
C -29.5126 -16.4184 -21.8259
C -29.2915 -16.8715 -23.2673
C -29.7292 -18.2899 -23.5087
C -29.4441 -18.8519 -24.9051
C -29.6009 -14.3985 -19.8361
C -30.9882 -13.7545 -20.0667
C -30.8579 -12.2348 -19.7478
C -32.1629 -11.4430 -19.8891
H -27.9840 -11.9610 -24.7982
H -26.7426 -10.9985 -24.1883
H -28.0848 -10.2345 -24.9422
H -29.6191 -11.1218 -23.0785
H -28.3229 -10.1376 -22.3163
H -28.1243 -12.0104 -21.0042
H -26.9527 -12.3532 -22.2808
H -28.4048 -13.7949 -23.4977
H -29.8661 -13.3344 -22.6350
H -27.0542 -15.6600 -19.9235
H -26.6177 -14.1209 -20.7615
H -26.3802 -15.5634 -22.9337
H -26.6735 -16.8957 -22.1349
H -24.7625 -16.8224 -20.7457
H -24.5165 -15.1340 -21.2086
H -24.1784 -17.7045 -22.7941
H -22.9451 -16.4568 -22.5128
H -24.2161 -16.1184 -23.6888
H -30.6033 -16.2522 -21.7269
H -29.1933 -17.2097 -21.1331
H -28.2864 -16.7187 -23.6532
H -29.8758 -16.2082 -23.9428
H -30.7758 -18.3770 -23.2598
H -29.2135 -18.9681 -22.7922
H -29.7730 -19.9013 -24.9973
H -28.3569 -18.9144 -24.9635
H -29.8642 -18.2000 -25.6639
H -28.8756 -13.7024 -19.3918
H -29.6208 -15.3377 -19.2655
H -31.6869 -14.1655 -19.3127
H -31.3239 -13.9231 -21.0925
H -30.1148 -11.8207 -20.4392
H -30.4309 -12.1349 -18.7489
H -32.5090 -11.5255 -20.9232
H -32.0012 -10.3831 -19.7194
H -32.9408 -11.7953 -19.2403
C -14.0177 -12.5582 -33.3052
C -13.7235 -13.4139 -32.0849
C -14.9058 -14.2126 -31.5759
C -14.7187 -14.8712 -30.2177
P -15.7296 -16.3390 -29.7834
C -15.0514 -17.0374 -28.3170
C -15.8143 -18.3226 -27.9171
C -15.1080 -19.0827 -26.7545
C -15.3849 -18.4164 -25.3830
C -17.4551 -15.9592 -29.5431
C -18.3434 -15.8039 -30.7900
C -19.6471 -15.1054 -30.4297
C -19.4166 -13.6740 -30.0674
C -15.4233 -17.4539 -31.1669
C -13.9289 -17.8788 -31.4394
C -13.8041 -19.0909 -32.4050
C -14.1714 -18.6916 -33.8455
H -13.1177 -11.9414 -33.4514
H -14.7801 -11.8080 -33.1902
H -14.2059 -13.2012 -34.1797
H -13.1886 -12.7777 -31.3891
H -12.8900 -14.0192 -32.4052
H -15.0246 -15.0052 -32.3017
H -15.7116 -13.4698 -31.5041
H -14.7959 -14.1589 -29.4088
H -13.6334 -15.2061 -30.1517
H -15.0611 -16.3084 -27.5029
H -14.0226 -17.2866 -28.5565
H -15.9826 -18.8976 -28.8406
H -16.8752 -18.1453 -27.6868
H -14.0416 -19.2042 -26.9147
H -15.5127 -20.0948 -26.6483
H -14.9518 -18.9799 -24.5676
H -16.4550 -18.3660 -25.2024
H -15.0173 -17.4171 -25.5173
H -17.5318 -15.0496 -28.9241
H -17.9563 -16.7217 -28.9032
H -18.5326 -16.8089 -31.1459
H -17.8272 -15.2469 -31.5887
H -20.1002 -15.6562 -29.6026
H -20.4262 -15.2503 -31.1628
H -18.8570 -13.5013 -29.1563
H -20.3409 -13.1148 -29.9601
H -18.9240 -13.1450 -30.8831
H -15.8586 -16.9419 -32.0578
H -16.1078 -18.3175 -31.0128
H -13.5327 -18.1694 -30.4689
H -13.3035 -17.0239 -31.6026
H -14.3551 -19.8806 -31.9164
H -12.8240 -19.5440 -32.3556
H -15.1678 -18.3028 -34.0174
H -14.1760 -19.4857 -34.5811
H -13.3773 -18.0182 -34.1956
C -17.0596 -15.3736 -16.8984
C -18.1414 -14.4778 -17.3388
C -17.7574 -13.0186 -17.4275
O -17.7025 -12.5525 -16.1070
C -17.2971 -11.1941 -16.0105
N -18.6038 -14.8851 -18.7648
H -17.7688 -14.8479 -19.3772
H -19.0949 -15.7760 -18.8622
H -19.2808 -14.1812 -19.0834
H -17.4709 -16.3322 -16.6309
H -16.6125 -14.9441 -15.9908
H -16.3509 -15.5725 -17.7101
H -19.0126 -14.5669 -16.6998
H -18.5192 -12.4548 -18.0287
H -16.7670 -12.9312 -17.9071
H -17.3009 -10.9279 -14.9453
H -18.0608 -10.5555 -16.4473
H -16.3007 -11.0669 -16.4456
C -19.7266 -11.3058 -27.4792
C -20.4179 -10.0167 -27.1242
C -21.8792 -10.0123 -27.5636
O -22.5935 -8.9142 -27.0323
C -22.9762 -7.9317 -28.0241
N -20.3215 -9.5791 -25.6839
H -20.3187 -10.3153 -24.9166
H -19.4941 -9.0087 -25.4848
H -21.0507 -8.9396 -25.3913
H -18.7485 -11.2924 -27.0050
H -19.7501 -11.2508 -28.5797
H -20.3527 -12.1538 -27.1616
H -19.8948 -9.2223 -27.6829
H -22.2392 -10.9812 -27.2405
H -21.9477 -10.0173 -28.6635
H -23.7633 -7.3445 -27.5939
H -23.4867 -8.4959 -28.8049
H -22.1806 -7.3207 -28.4235
C -21.6009 -12.7664 -16.5793
C -22.8089 -12.7307 -17.4884
C -22.5062 -11.9758 -18.7563
O -21.3107 -12.5503 -19.2032
C -20.7588 -12.0429 -20.4428
N -23.2241 -14.0819 -17.8457
H -22.5234 -14.5890 -18.5218
H -23.4229 -14.7017 -17.0753
H -24.0962 -14.1316 -18.3443
H -21.0398 -11.8361 -16.4070
H -20.9128 -13.4889 -16.9828
H -21.8567 -13.0980 -15.5679
H -23.6730 -12.1859 -17.0544
H -22.4455 -10.9045 -18.4650
H -23.3326 -12.0172 -19.4864
H -21.0637 -12.6834 -21.2779
H -19.6803 -12.0778 -20.3863
H -21.1048 -11.0069 -20.6042
C -12.9379 -15.2630 -19.3820
C -13.5574 -16.6039 -19.1843
C -13.1214 -17.6890 -20.1767
O -14.1045 -18.7701 -20.1990
C -15.2823 -18.4398 -21.0278
N -13.4634 -17.2360 -17.7610
H -12.6534 -17.8418 -17.6267
H -13.4163 -16.4786 -17.0891
H -14.2858 -17.7285 -17.4347
H -13.3065 -14.5182 -18.7012
H -13.1883 -15.0337 -20.4275
H -11.8443 -15.2895 -19.4212
H -14.6248 -16.4312 -19.3863
H -12.1116 -18.0667 -19.9781
H -13.0391 -17.1876 -21.1440
H -15.8589 -17.5690 -20.7227
H -16.0068 -19.2569 -20.8880
H -15.0502 -18.3330 -22.1086
C -19.3247 -14.8699 -25.4810
C -18.7678 -15.1926 -24.0905
C -18.3287 -16.6681 -24.0116
O -18.3831 -17.3076 -22.7785
C -19.6756 -17.3437 -22.2253
N -17.6051 -14.3727 -23.6803
H -17.0551 -14.7730 -22.8732
H -16.8861 -14.4035 -24.4537
H -17.9295 -13.3970 -23.4735
H -18.7575 -15.3680 -26.2595
H -19.2325 -13.7973 -25.6708
H -20.3747 -15.1953 -25.5515
H -19.5848 -15.0078 -23.3481
H -17.3002 -16.6901 -24.3400
H -18.9586 -17.1113 -24.7941
H -19.9036 -16.4293 -21.7159
H -19.6239 -18.0865 -21.4202
H -20.3906 -17.6198 -22.9981
C -14.3910 -22.7813 -19.5656
C -14.7598 -22.5085 -20.9876
C -16.1591 -22.0502 -21.2753
O -16.1748 -21.3886 -22.5612
C -16.9456 -21.9479 -23.6616
N -13.7308 -21.4355 -21.4602
H -12.8186 -21.8397 -21.2493
H -13.7548 -21.3300 -22.4911
H -13.8124 -20.4503 -21.0382
H -13.2967 -22.8324 -19.4637
H -14.8582 -23.7277 -19.3082
H -14.7087 -22.0358 -18.8167
H -14.4274 -23.3379 -21.6352
H -16.5330 -21.4102 -20.4610
H -16.9603 -22.8118 -21.2953
H -18.0074 -21.7252 -23.4510
H -16.8037 -23.0670 -23.7602
H -16.6413 -21.3933 -24.5116
C -13.4746 -9.0807 -26.6207
C -13.7047 -10.3486 -25.8029
C -14.7146 -10.3463 -24.6785
O -14.3883 -11.4427 -23.8963
C -15.0291 -11.4472 -22.6203
N -14.1153 -11.5044 -26.7328
H -13.3181 -11.9665 -27.1856
H -14.6948 -12.2184 -26.3239
H -14.7096 -11.1151 -27.4369
H -12.8961 -9.2692 -27.5441
H -12.8951 -8.3280 -26.1034
H -14.4351 -8.6738 -26.9908
H -12.8333 -10.7752 -25.3943
H -15.7674 -10.3796 -25.0242
H -14.6264 -9.3960 -24.1045
H -14.7814 -10.4584 -22.2070
H -14.7380 -12.3288 -22.0904
H -16.0805 -11.6347 -22.8187
Cl -15.9657 -14.9585 -20.8438
Cl -19.2667 -11.4030 -23.4657
Cl -16.1783 -13.8329 -26.3955
Cl -21.6977 -16.0401 -19.4204
*
```

Calculated values
LUMO energy = -0.310 Eh
Calculated total energy = -5811.552684 Ha

Mulliken population analysis, charges in e, atoms 1 to 4: -1.33 -0.54 -1.04 -0.90


Which of these has the highest calculated total energy?
C48H59F4MnN6


Among the records above, which one has the lowest calculated total energy?
C60H156Cl4N7O7P2


Which value of calculated total energy does entry 2 give?
-3743.394918 Ha


Which of these has the lowest calculated total energy?
C60H156Cl4N7O7P2